Entry 1:
A molecular structure, C34H41IN7O5ReS4 in a non-equilibrium geometry. Source: the Open Molecules 2025 dataset; level of theory: the ωB97M-V functional and the def2-TZVPD basis.

The value obtained for the total energy is -4047.52964 hartree. The lowest unoccupied orbital energy (spin up / spin down) is -0.37886 / -0.34410 Ha. The energy relative to the best compared isomer or geometry (same formula, charge and spin) comes out at 18.2 kcal per mole. The gap between HOMO and LUMO (spin up / spin down) is 4.2 / 5.2 eV.

Structure (ORCA input):
```
! wB97M-V def2-TZVPD RIJCOSX def2/J DEFGRID3
* xyz 3 2
Re 0.216 -0.152 1.115
N 4.980 3.944 -4.751
C 4.295 2.960 -4.145
C 4.981 1.910 -3.492
C 4.288 0.919 -2.850
C 2.888 0.952 -2.823
C 2.192 1.944 -3.527
C 2.882 2.938 -4.170
S 1.974 -0.329 -2.100
O 2.747 -1.528 -2.004
O 0.654 -0.325 -2.640
N 1.684 0.094 -0.449
C 2.673 0.085 0.456
S 4.377 -0.099 0.369
C 4.442 0.041 2.084
C 3.207 0.179 2.637
N 2.200 0.190 1.718
H 5.985 3.941 -4.761
H 4.515 4.661 -5.278
H 6.062 1.874 -3.539
H 4.820 0.083 -2.419
H 1.113 1.889 -3.586
H 2.350 3.697 -4.728
H 5.390 0.007 2.599
H 3.001 0.286 3.691
O -0.241 1.877 1.329
S -0.071 3.346 0.865
C -1.753 4.008 0.722
C -1.556 5.495 1.006
C -0.499 5.645 2.133
C 0.115 4.270 2.411
H -2.343 3.492 1.481
H -2.159 3.805 -0.263
H -2.508 5.949 1.271
H -1.208 5.995 0.102
H -0.938 6.027 3.052
H 0.265 6.357 1.830
H -0.457 3.695 3.143
H 1.158 4.313 2.717
O -1.612 -0.588 0.050
S -2.702 -0.506 -1.039
C -2.389 0.885 -2.126
C -3.370 1.150 -3.073
C -3.230 2.255 -3.896
C -2.137 3.100 -3.746
C -1.170 2.825 -2.791
C -1.289 1.706 -1.975
C -2.556 -1.830 -2.225
C -1.353 -2.395 -2.609
C -1.364 -3.371 -3.593
C -2.563 -3.776 -4.165
C -3.765 -3.221 -3.748
C -3.769 -2.246 -2.762
H -4.233 0.504 -3.174
H -3.977 2.464 -4.649
H -2.042 3.975 -4.375
H -0.318 3.485 -2.672
H -0.515 1.460 -1.260
H -0.421 -2.063 -2.180
H -0.427 -3.803 -3.920
H -2.562 -4.536 -4.936
H -4.699 -3.549 -4.183
H -4.706 -1.828 -2.412
C 1.370 -2.107 4.017
N 0.698 -3.229 3.394
C 0.616 -4.419 4.255
C -0.493 -5.337 3.801
C -0.291 -5.599 2.327
N -0.257 -4.325 1.601
C -0.749 -4.355 0.238
C 0.310 -3.229 2.109
O 0.480 -2.195 1.336
H 0.777 -1.739 4.857
H 1.504 -1.316 3.300
H 2.344 -2.425 4.395
H 0.452 -4.075 5.276
H 1.577 -4.940 4.232
H -1.465 -4.866 3.963
H -0.470 -6.266 4.367
H -1.108 -6.189 1.918
H 0.638 -6.148 2.152
H -1.754 -4.779 0.225
H -0.105 -4.966 -0.397
H -0.782 -3.351 -0.144
I -2.282 1.500 6.508
C -1.998 0.579 4.680
C -2.928 -0.115 3.921
N -2.304 -0.541 2.819
N -1.009 -0.173 2.814
C -0.818 0.514 3.947
H -3.972 -0.306 4.111
H -2.679 -1.066 2.042
H 0.147 0.931 4.187
*
```



Entry 2:
9 unconnected molecules or ions with the total composition C5H25O10 in a non-equilibrium geometry. Source: the Open Molecules 2025 dataset; level of theory: the ωB97M-V functional and the def2-TZVPD basis.

The value obtained for the total energy is -957.93619 hartree. The lowest unoccupied orbital energy is 0.11306 Ha. The energy relative to the best compared isomer or geometry (same formula, charge and spin) comes out at 51.5 kcal per mole. The gap between HOMO and LUMO is 9.6 eV.

Structure (ORCA input):
```
! wB97M-V def2-TZVPD RIJCOSX def2/J DEFGRID3
* xyz -1 1
O -0.605 0.654 0.483
C -1.441 0.503 -0.452
O -2.142 -0.498 -0.584
C -1.660 1.656 -1.452
C -0.860 1.197 -2.636
C 0.642 1.162 -2.310
C 1.105 2.266 -1.382
H -2.770 1.667 -1.733
H -1.303 2.516 -0.971
H -1.213 0.095 -2.919
H -1.371 1.613 -3.508
H 0.950 0.212 -1.687
H 1.156 1.211 -3.262
H 0.756 2.040 -0.414
H 0.513 3.155 -1.622
H 2.174 2.545 -1.385
H 2.616 -2.304 -1.678
H 1.518 -1.253 -2.132
O 2.098 -1.973 -2.460
H -3.653 0.425 0.841
H -3.486 -1.034 0.283
O -3.896 -0.473 1.110
H 2.261 -2.205 0.794
H 3.711 -1.521 0.820
O 3.173 -2.168 0.425
H -2.507 -2.437 1.022
H -1.462 -1.893 -0.163
O -1.930 -2.761 0.223
H -0.054 -1.446 2.042
H 0.317 -2.302 3.179
O 0.727 -1.993 2.393
H 1.336 1.274 2.485
H 0.888 1.867 1.162
O 1.429 2.028 1.853
H 3.075 0.593 2.254
H 2.298 -0.784 2.612
O 3.130 -0.407 2.349
H -2.501 -0.865 2.146
H -1.301 0.115 1.757
O -1.721 -0.476 2.517
*
```



Question: The highest energy relative to the best compared isomer or geometry (same formula, charge and spin) belongs to which entry?
Answer: C5H25O10